{
  "formula": "C32H41Br2ClF21InO16PS",
  "method": "wB97M-V/def2-TZVPD",
  "spin_multiplicity": 1,
  "e_tot_ha": -11083.19002,
  "homo_lumo_gap_ev": 6.67,
  "e_lumo_ev": 1.607,
  "total_charge": -1,
  "homo_ha": -0.1859,
  "elements": ["In", "Br", "Br", "Cl", "S", "P", "F", "F", "F", "F", "F", "F", "F", "F", "F", "F", "F", "F", "F", "F", "F", "F", "F", "F", "F", "F", "F", "O", "O", "O", "O", "O", "O", "O", "O", "O", "O", "O", "O", "O", "O", "O", "O", "C", "C", "C", "C", "C", "C", "C", "C", "C", "C", "C", "C", "C", "C", "C", "C", "C", "C", "C", "C", "C", "C", "C", "C", "C", "C", "C", "C", "C", "C", "C", "C", "H", "H", "H", "H", "H", "H", "H", "H", "H", "H", "H", "H", "H", "H", "H", "H", "H", "H", "H", "H", "H", "H", "H", "H", "H", "H", "H", "H", "H", "H", "H", "H", "H", "H", "H", "H", "H", "H", "H", "H", "H"],
  "xyz": [[2.891, -2.641, -1.610], [0.746, -2.747, 1.123], [4.121, -2.511, -3.817], [2.488, 0.917, -1.996], [3.408, -6.441, -1.566], [3.578, -4.797, -0.454], [2.409, -6.536, 4.720], [1.578, 4.058, -8.092], [-2.165, -0.018, 7.001], [-5.282, 2.047, 0.730], [1.748, 3.720, 1.085], [0.527, 4.516, 2.690], [10.322, 5.242, 1.769], [-3.148, 1.577, -8.776], [1.917, -4.670, 3.734], [-5.424, 1.230, -1.272], [9.122, 7.010, 1.408], [1.598, 2.648, 2.947], [-4.659, 0.008, 0.345], [10.397, 6.224, -0.154], [-4.893, 0.330, -8.504], [3.693, 4.422, -8.402], [-3.278, -0.468, 5.201], [-3.010, -0.225, -7.584], [2.280, 6.057, -8.518], [-3.357, -1.825, 6.885], [3.085, -6.183, 2.697], [-1.310, -2.121, -0.555], [7.793, 4.482, 1.367], [-5.022, 0.934, -5.910], [-1.273, -2.086, 4.462], [-0.648, 2.611, 0.390], [2.791, 4.063, -5.708], [2.916, 6.312, -5.938], [-7.893, 0.611, -0.450], [-0.517, -2.089, 6.589], [8.154, 4.928, -0.824], [-0.926, 2.044, 2.555], [-0.152, -6.604, 3.928], [-3.668, 2.680, -6.390], [-7.035, -0.062, 1.531], [5.011, 0.758, -1.412], [0.653, -6.898, 1.833], [0.653, -2.849, 6.186], [-6.991, 0.467, 0.321], [-1.772, -0.021, 1.536], [-0.323, 2.636, 1.538], [3.634, -0.925, -0.378], [7.053, 2.255, 0.646], [-3.793, 0.809, -7.908], [0.717, -2.441, -1.834], [1.696, -1.963, 5.548], [2.086, -5.986, 3.541], [8.417, 5.018, 0.337], [-1.495, -8.586, 3.429], [-6.480, 2.620, -4.906], [-1.360, -1.792, 5.616], [-2.562, -0.999, 6.188], [9.596, 5.886, 0.849], [-8.635, -1.903, 1.386], [3.986, 0.217, -1.194], [0.772, -6.575, 2.974], [0.921, 3.394, 2.066], [-0.159, -2.374, -0.635], [2.999, 4.148, -4.275], [-1.453, -7.077, 3.510], [6.644, 3.644, 1.066], [-8.327, -0.544, 1.970], [-5.548, 0.941, 0.018], [-2.117, 1.283, 2.219], [-4.153, 1.617, -6.635], [2.567, 4.927, -7.877], [2.772, 5.202, -6.365], [-5.437, 1.553, -4.669], [1.721, 4.523, -3.561], [0.494, -1.524, -2.386], [3.800, 4.857, -4.073], [1.392, 5.523, -3.844], [-2.764, 1.903, 1.596], [0.338, -3.647, 5.516], [4.894, -4.640, 0.024], [7.686, 1.798, 1.408], [-2.608, 1.127, 3.177], [1.879, 4.498, -2.483], [-2.506, -8.911, 3.185], [-2.132, -6.699, 4.271], [0.325, -3.274, -2.424], [-7.333, 2.205, -5.444], [-1.705, -6.615, 2.557], [1.331, -1.534, 4.616], [6.038, 4.135, 0.306], [6.084, 3.630, 1.998], [1.972, -1.151, 6.221], [-8.728, -1.851, 0.302], [2.825, -0.657, 0.299], [7.598, 2.268, -0.297], [-4.560, 1.950, -4.159], [2.873, -4.918, 0.747], [-9.576, -2.270, 1.796], [-2.670, -0.614, 1.372], [-6.826, 3.008, -3.948], [-1.206, -9.028, 4.383], [2.586, -2.551, 5.327], [-8.240, -0.585, 3.053], [-1.300, 0.156, 0.571], [4.517, -1.226, 0.188], [-7.845, -2.612, 1.633], [3.334, 3.160, -3.973], [-9.085, 0.193, 1.707], [0.930, 3.815, -3.809], [6.166, 1.641, 0.503], [-5.838, 0.734, -4.077], [-1.087, -0.610, 2.147], [-6.072, 3.445, -5.488], [-0.820, -8.953, 2.657], [1.013, -3.291, 7.113]],
  "atomic_forces_ev_per_a": [[0.0, 0.2, 0.2], [0.1, -0.1, 0.2], [-0.1, 0.0, 0.1], [-0.3, 0.2, -0.1], [0.0, 0.1, 0.1], [0.0, -0.4, -0.8], [0.0, 0.0, 0.1], [0.0, 0.0, 0.0], [0.0, 0.0, 0.0], [0.0, 0.0, 0.0], [0.0, 0.1, -0.1], [0.1, 0.1, 0.0], [0.0, 0.0, 0.0], [0.0, 0.0, 0.0], [0.2, 0.1, 0.0], [0.1, 0.0, -0.1], [0.0, 0.0, 0.0], [0.0, 0.0, 0.0], [0.0, 0.0, -0.1], [0.0, 0.0, 0.0], [0.0, 0.0, 0.0], [0.0, 0.0, 0.0], [-0.1, 0.0, 0.0], [0.0, 0.0, 0.0], [0.0, 0.0, 0.0], [0.0, 0.0, 0.0], [0.0, 0.1, 0.2], [0.2, -0.1, -0.1], [0.0, 0.0, 0.0], [0.0, 0.0, 0.0], [-0.1, 0.0, -0.1], [0.1, 0.3, -0.1], [0.0, 0.0, 0.0], [0.0, 0.0, 0.1], [0.0, 0.0, 0.0], [0.0, 0.0, 0.0], [0.0, 0.0, 0.0], [0.0, 0.1, 0.0], [0.0, 0.0, 0.0], [0.0, 0.0, 0.0], [0.0, 0.0, 0.0], [0.6, 0.1, -0.2], [0.0, 0.0, 0.1], [0.1, -0.2, 0.0], [0.1, 0.1, -0.1], [0.3, 0.1, 0.1], [0.1, -0.3, 0.1], [0.4, 0.0, 0.2], [0.2, 0.0, 0.1], [-0.1, 0.1, 0.2], [0.0, -0.1, 0.0], [-0.1, 0.1, 0.0], [-0.2, -0.3, -0.1], [0.1, 0.1, 0.0], [0.1, 0.0, 0.0], [0.0, 0.0, -0.1], [0.0, 0.1, 0.1], [0.2, -0.1, -0.1], [-0.1, -0.1, -0.1], [0.1, 0.0, -0.1], [-0.5, -0.1, 0.2], [0.1, 0.1, 0.0], [-0.1, -0.2, 0.0], [-0.4, 0.1, -0.2], [0.1, 0.0, 0.4], [-0.2, 0.0, 0.0], [-0.3, -0.1, 0.0], [-0.2, 0.0, 0.1], [-0.3, 0.0, 0.1], [-0.3, -0.1, -0.1], [0.1, -0.1, -0.1], [0.0, 0.1, 0.2], [0.0, 0.0, -0.2], [-0.1, 0.0, 0.3], [-0.1, 0.1, -0.2], [0.0, 0.0, -0.1], [0.0, 0.1, -0.1], [0.0, 0.0, 0.0], [0.1, 0.0, 0.0], [0.0, 0.1, 0.0], [0.0, 0.1, 0.2], [0.0, 0.0, 0.0], [0.1, 0.0, 0.0], [0.0, 0.0, 0.0], [0.0, 0.0, 0.0], [0.0, 0.0, 0.0], [0.0, 0.0, 0.0], [0.0, 0.0, 0.0], [0.1, 0.0, 0.0], [0.0, 0.0, 0.0], [0.1, 0.0, 0.0], [0.0, 0.0, 0.0], [0.0, 0.0, 0.0], [0.0, 0.0, 0.0], [-0.2, -0.1, -0.1], [-0.1, 0.0, 0.0], [0.0, 0.0, -0.1], [0.1, 0.1, 0.2], [0.0, 0.0, 0.0], [0.1, 0.0, 0.0], [0.0, 0.0, 0.0], [0.0, 0.0, 0.0], [0.0, 0.0, 0.0], [0.0, 0.0, 0.0], [-0.1, 0.0, 0.0], [0.0, 0.0, 0.0], [0.0, 0.0, 0.0], [0.0, -0.1, -0.1], [0.0, 0.0, -0.1], [0.0, 0.0, 0.1], [0.0, 0.0, 0.0], [0.0, 0.0, -0.1], [-0.1, 0.0, 0.0], [0.0, 0.0, 0.0], [0.0, 0.0, 0.0], [0.0, 0.0, 0.0]]
}